Here is the molecule C5H8O2SSi from OMol25. Energies are from ωB97M-V/def2-TZVPD.

Values from the calculation:
Highest occupied orbital energy   -0.331 Eh
LUMO level   0.022 hartree
Kohn-Sham gap   9.59 eV
Total charge   0
SMILES   C[Si](O)(O)c1cccs1
ΔE to the lowest compared entry with this formula, charge and spin   0.00 kJ/mol
Total energy   -1033.60390 Ha

Geometry (Å):
C  -1.883  1.268  -1.095
Si  -1.326  0.044  0.247
O  -1.823  0.525  1.733
O  -1.956  -1.439  0.044
C  0.540  -0.167  0.170
C  1.272  -1.309  0.042
C  2.667  -1.095  0.003
C  2.991  0.218  0.100
S  1.596  1.211  0.237
H  -2.938  1.510  -0.996
H  -1.325  2.198  -1.040
H  -1.732  0.857  -2.088
H  -1.541  1.364  2.085
H  -2.706  -1.695  0.574
H  0.809  -2.277  -0.024
H  3.392  -1.884  -0.091
H  3.963  0.672  0.099

The net atomic charges from Löwdin, expressed in e, are: atom 1 (C): -0.14, atom 2 (Si): 0.27, atom 3 (O): -0.11, atom 4 (O): -0.09, atom 5 (C): -0.54, atom 6 (C): -0.19, atom 7 (C): -0.19, atom 8 (C): -0.42, atom 9 (S): 0.97, atom 10 (H): 0.03, atom 11 (H): 0.02, atom 12 (H): 0.03, atom 13 (H): 0.06, atom 14 (H): 0.06, atom 15 (H): 0.10, atom 16 (H): 0.10, atom 17 (H): 0.06